No. 1
C43H49HgN8O3S as an isolated structure. Source: the Open Molecules 2025 dataset; level of theory: the ωB97M-V functional and the def2-TZVPD basis.

Output
HOMO level (alpha / beta)   0.389 / -1.905 eV
E_tot   -78462.180 eV
Net charge   -2
Multiplicity   2
Largest force on an atom   0.92 eV Å⁻¹
Expectation value of S²   0.772

Structure (XYZ):
```
105
Properties=species:S:1:pos:R:3:lowdin_charge:R:1
Hg 0.070 0.684 -0.089 1.09
C -2.368 1.485 1.661 -0.28
C -3.378 0.561 1.732 -0.26
C -3.765 0.202 0.390 -0.26
C -2.982 0.904 -0.489 -0.26
C -2.030 1.719 0.260 -0.37
C -1.766 3.145 -0.211 -0.09
C -3.099 0.844 -1.983 -0.05
C -4.840 -0.768 -0.013 -0.07
C -3.929 -0.009 3.009 -0.07
C -1.728 2.161 2.835 -0.09
H -2.694 3.730 -0.150 0.07
H -1.412 3.158 -1.242 0.05
H -1.007 3.631 0.403 0.06
H -4.085 1.185 -2.321 0.07
H -2.959 -0.180 -2.341 0.07
H -2.335 1.460 -2.456 0.06
H -4.444 -1.528 -0.695 0.07
H -5.656 -0.259 -0.537 0.07
H -5.269 -1.282 0.850 0.05
H -4.478 0.742 3.588 0.07
H -3.118 -0.380 3.645 0.07
H -4.614 -0.839 2.822 0.05
H -2.406 2.887 3.303 0.07
H -0.819 2.677 2.535 0.03
H -1.447 1.428 3.597 0.06
C 3.753 -0.328 4.586 -0.09
C 3.395 1.159 4.598 -0.29
N 3.769 1.872 3.395 -0.15
C 5.117 2.412 3.299 -0.23
C 6.089 1.496 2.550 -0.08
C 2.970 1.876 2.267 -0.72
S 1.481 1.029 2.367 0.67
N 3.513 2.513 1.242 0.08
C 2.877 3.011 0.162 -0.49
O 1.690 3.332 0.077 -0.01
C 3.816 3.293 -0.981 -0.14
C 3.314 3.287 -2.281 -0.02
C 4.165 3.453 -3.363 -0.09
C 5.518 3.691 -3.156 -0.12
C 6.016 3.733 -1.860 -0.11
C 5.176 3.514 -0.779 -0.04
H 3.370 -0.812 5.487 0.06
H 4.833 -0.475 4.536 0.05
H 3.295 -0.795 3.715 0.05
H 3.881 1.654 5.446 0.10
H 2.315 1.254 4.709 0.06
H 5.480 2.598 4.313 0.10
H 5.057 3.363 2.770 0.10
H 6.201 0.539 3.061 0.05
H 7.072 1.968 2.472 0.06
H 5.700 1.313 1.550 0.06
H 2.252 3.119 -2.414 0.10
H 3.773 3.387 -4.371 0.09
H 6.182 3.842 -3.999 0.09
H 7.069 3.929 -1.691 0.09
H 5.565 3.509 0.230 0.09
N -1.212 -3.459 1.534 -0.02
C -1.594 -2.227 1.169 -0.15
N -0.579 -1.590 0.657 0.08
C 0.466 -2.482 0.711 -0.34
N 0.108 -3.654 1.255 0.07
C 1.765 -2.151 0.226 -0.26
C 2.822 -3.065 0.322 -0.16
N 4.052 -2.835 -0.087 0.00
C 4.235 -1.594 -0.658 -0.20
C 3.215 -0.685 -0.787 -0.18
N 1.968 -0.901 -0.352 0.00
H -1.745 -4.194 1.956 0.13
H -2.588 -1.829 1.283 0.11
H 2.623 -4.038 0.763 0.09
H 5.237 -1.370 -1.006 0.07
H 3.406 0.263 -1.272 0.09
C 0.165 -5.591 -8.208 -0.06
C -0.636 -4.782 -7.222 -0.24
C -1.961 -5.116 -6.971 -0.08
C -2.700 -4.410 -6.034 -0.10
C -2.127 -3.340 -5.373 -0.01
C -0.809 -2.962 -5.641 -0.20
N -0.276 -1.869 -4.950 0.09
C 0.017 -0.642 -5.494 -0.19
C 0.113 -0.444 -6.881 -0.04
C 0.429 0.799 -7.400 -0.12
C 0.651 1.878 -6.557 -0.12
C 0.524 1.702 -5.187 -0.04
C 0.209 0.468 -4.634 -0.05
C 0.000 0.389 -3.128 -0.63
O 0.117 1.469 -2.494 -0.10
O -0.305 -0.714 -2.611 -0.05
C -0.042 -3.710 -6.545 -0.18
C 1.418 -3.409 -6.746 -0.04
H -0.458 -6.349 -8.682 0.07
H 0.996 -6.096 -7.709 0.08
H 0.592 -4.956 -8.987 0.08
H -2.410 -5.948 -7.502 0.10
H -3.725 -4.691 -5.825 0.09
H -2.685 -2.768 -4.643 0.12
H -0.451 -1.766 -3.928 0.11
H -0.091 -1.272 -7.549 0.10
H 0.497 0.926 -8.475 0.09
H 0.903 2.851 -6.962 0.08
H 0.651 2.535 -4.509 0.11
H 1.744 -2.626 -6.066 0.08
H 1.625 -3.090 -7.771 0.08
H 2.013 -4.305 -6.554 0.08
```

=====

No. 2
One molecule with the formula C5H6O2S in a non-equilibrium geometry. Source: the Open Molecules 2025 dataset; level of theory: the ωB97M-V functional and the def2-TZVPD basis.

Output
Relative energy (zero: lowest compared OMol25 entry of this formula, charge and spin)   33.1 kcal/mol
HOMO level   -8.873 eV
E_tot   -20210.773 eV
SMILES   S=C1C[C@@H]2CO[C@H]1O2
Largest force on an atom   4.52 eV Å⁻¹

Structure (XYZ):
```
14
Properties=species:S:1:pos:R:3:nbo_charge:R:1
S 0.558 -0.726 2.203 0.12
C 0.244 -0.473 0.647 -0.10
C 1.117 -0.665 -0.569 -0.52
C 0.176 -0.082 -1.645 0.03
C 0.135 1.445 -1.330 -0.11
O -0.794 1.471 -0.250 -0.49
C -0.980 0.131 0.038 0.25
O -1.168 -0.497 -1.211 -0.48
H 1.288 -1.756 -0.813 0.25
H 2.086 -0.144 -0.475 0.25
H 0.356 -0.394 -2.649 0.22
H 1.148 1.816 -0.981 0.18
H -0.329 2.116 -2.126 0.20
H -1.930 0.064 0.635 0.21
```

=====

No. 3
C33H86BaN12O16 as an isolated structure in a non-equilibrium geometry. Source: the Open Molecules 2025 dataset; level of theory: the ωB97M-V functional and the def2-TZVPD basis.

Output
HOMO level   -8.041 eV
E_tot   -86952.392 eV
Largest force on an atom   2.88 eV Å⁻¹

Structure (XYZ):
```
148
Properties=species:S:1:pos:R:3:lowdin_charge:R:1
Ba 10.186 -9.913 26.421 1.94
C 8.160 -7.746 22.915 0.01
C 7.886 -6.369 22.700 -0.35
C 8.838 -5.348 23.275 -0.38
O 8.678 -4.129 23.157 0.01
C 10.019 -5.830 23.825 0.00
C 10.296 -7.173 24.133 -0.34
C 9.281 -8.230 23.553 -0.33
O 9.485 -9.461 23.800 -0.27
O 11.254 -7.538 24.836 -0.12
O 6.872 -6.121 22.028 0.01
H 7.518 -8.481 22.450 0.10
H 10.773 -5.148 24.197 0.10
C 10.636 -6.493 18.973 -0.65
O 11.490 -7.346 19.182 0.01
N 10.160 -6.126 17.734 0.16
N 10.059 -5.773 20.008 0.17
H 9.295 -5.627 17.654 0.09
H 10.498 -6.653 16.950 0.11
H 9.224 -5.237 19.841 0.10
H 10.125 -6.307 20.863 0.09
C 12.576 -10.875 23.627 -0.65
O 12.044 -10.911 24.752 -0.21
N 11.896 -10.419 22.553 0.20
N 13.818 -11.350 23.365 0.19
H 10.934 -10.134 22.667 0.08
H 12.312 -10.315 21.645 0.12
H 14.120 -11.290 22.409 0.11
H 14.462 -11.772 24.004 0.11
C 6.721 -8.444 18.615 -0.69
O 6.467 -8.771 17.467 0.01
N 6.657 -7.153 19.076 0.17
N 7.000 -9.349 19.616 0.16
H 6.673 -6.461 18.351 0.10
H 6.939 -6.984 20.027 0.05
H 7.132 -10.304 19.344 0.10
H 6.693 -9.100 20.539 0.05
C 3.597 -2.621 22.614 -0.05
C 4.862 -3.205 23.230 -0.41
C 4.677 -4.532 23.965 -0.18
O 3.876 -4.346 25.130 -0.18
C 4.576 -3.853 26.241 -0.11
N 5.853 -3.328 22.147 0.03
H 3.118 -3.392 22.001 0.07
H 3.899 -1.813 21.951 0.08
H 2.875 -2.260 23.346 0.07
H 5.255 -2.510 23.976 0.13
H 5.667 -4.879 24.289 0.11
H 4.213 -5.269 23.310 0.11
H 5.176 -2.959 26.031 0.08
H 5.250 -4.625 26.631 0.06
H 3.832 -3.569 26.983 0.09
H 5.757 -4.242 21.704 0.06
H 6.783 -3.458 22.557 0.04
C 10.510 -5.975 29.644 -0.04
C 10.006 -6.967 28.604 -0.42
C 9.010 -6.404 27.611 -0.19
O 8.292 -7.492 27.055 -0.27
C 7.066 -7.119 26.425 -0.05
N 11.154 -7.577 27.872 -0.06
H 9.660 -5.761 30.301 0.09
H 10.841 -5.001 29.268 0.08
H 11.353 -6.326 30.240 0.08
H 9.522 -7.788 29.146 0.13
H 9.530 -5.784 26.873 0.13
H 8.307 -5.794 28.191 0.14
H 6.431 -6.493 27.050 0.08
H 6.540 -8.036 26.170 0.10
H 7.333 -6.611 25.494 0.08
H 11.716 -7.926 28.641 0.07
H 11.658 -6.912 27.292 0.07
C 10.196 -0.289 26.693 -0.06
C 10.127 -1.472 25.740 -0.45
C 10.235 -2.805 26.459 -0.22
O 11.332 -2.940 27.339 -0.19
C 12.484 -3.386 26.664 -0.11
N 8.982 -1.333 24.833 0.07
H 9.341 -0.175 27.364 0.08
H 10.322 0.621 26.108 0.08
H 11.067 -0.394 27.343 0.08
H 11.023 -1.351 25.117 0.11
H 10.196 -3.670 25.782 0.09
H 9.300 -2.951 27.024 0.13
H 12.273 -4.225 25.988 0.07
H 13.337 -3.607 27.298 0.09
H 12.845 -2.612 25.968 0.09
H 8.186 -1.062 25.407 0.07
H 8.714 -2.237 24.442 0.04
C 12.603 -2.609 22.430 -0.06
C 12.029 -2.038 21.141 -0.37
C 12.721 -2.648 19.927 -0.22
O 12.243 -2.044 18.738 -0.16
C 12.076 -2.941 17.669 -0.12
N 10.600 -2.480 21.028 0.04
H 12.327 -3.660 22.584 0.07
H 12.203 -2.072 23.289 0.06
H 13.696 -2.712 22.412 0.08
H 12.045 -0.955 21.042 0.14
H 12.641 -3.737 19.939 0.11
H 13.793 -2.395 19.963 0.13
H 12.082 -4.008 17.904 0.06
H 12.764 -2.716 16.852 0.08
H 11.060 -2.786 17.281 0.09
H 10.435 -3.459 20.809 0.05
H 10.348 -2.464 22.020 0.05
C 2.251 -6.937 21.642 -0.05
C 3.008 -8.105 20.953 -0.41
C 3.429 -7.644 19.564 -0.23
O 2.306 -7.423 18.746 -0.19
C 2.537 -7.702 17.377 -0.10
N 4.149 -8.500 21.774 0.05
H 2.249 -7.045 22.727 0.07
H 1.246 -6.736 21.276 0.08
H 2.860 -6.058 21.394 0.06
H 2.289 -8.916 20.803 0.14
H 3.999 -8.457 19.101 0.11
H 4.021 -6.731 19.688 0.12
H 3.516 -7.312 17.083 0.09
H 1.790 -7.135 16.824 0.09
H 2.466 -8.770 17.159 0.09
H 4.703 -7.676 21.994 0.06
H 3.797 -8.963 22.598 0.06
C 14.783 -8.848 25.673 -0.07
C 14.726 -7.634 24.760 -0.39
C 14.473 -7.869 23.282 -0.24
O 14.274 -6.654 22.611 -0.18
C 13.966 -6.863 21.242 -0.09
N 13.666 -6.742 25.343 0.04
H 15.181 -8.421 26.596 0.08
H 15.522 -9.580 25.318 0.07
H 13.893 -9.434 25.899 0.05
H 15.609 -6.995 24.832 0.14
H 13.661 -8.579 23.055 0.10
H 15.347 -8.437 22.903 0.13
H 13.915 -5.843 20.867 0.08
H 13.064 -7.465 21.098 0.07
H 14.743 -7.386 20.668 0.09
H 12.770 -7.235 25.262 -0.01
H 13.508 -6.059 24.594 0.06
O 7.812 -1.750 20.964 -0.11
H 8.652 -2.133 21.271 -0.04
H 7.154 -2.440 21.178 -0.03
O 8.734 -11.916 24.057 -0.10
H 7.800 -11.886 23.844 0.00
H 9.030 -10.990 23.930 -0.06
O 5.785 -10.506 24.228 -0.05
H 5.383 -10.059 23.472 0.01
H 5.771 -11.437 23.984 0.04
```

=====

No. 4
A 2-piece molecular cluster, C4H11N3O2 overall in a non-equilibrium geometry. Source: the Open Molecules 2025 dataset; level of theory: the ωB97M-V functional and the def2-TZVPD basis.

Output
Relative energy (zero: lowest compared OMol25 entry of this formula, charge and spin)   91.8 kcal/mol
HOMO level (alpha / beta)   -14.765 / -14.400 eV
E_tot   -12881.114 eV
Net charge   +1
Multiplicity   2
Largest force on an atom   6.45 eV Å⁻¹
Expectation value of S²   0.772

Structure (XYZ):
```
20
Properties=species:S:1:pos:R:3:nbo_charge:R:1
C -0.253 1.288 1.658 -0.50
C -1.226 1.706 -0.517 0.50
N -1.058 2.807 -1.236 -0.54
N -0.111 1.157 0.216 -0.23
N -2.430 0.805 -0.308 -0.81
H -0.255 -1.431 -1.331 0.50
H -1.899 3.013 -1.863 0.39
H 0.751 1.684 0.054 0.43
H -2.470 0.659 0.658 0.38
H -3.214 1.082 -0.785 0.40
H -0.894 2.175 1.932 0.28
H 0.691 0.947 2.048 0.28
H -0.889 0.472 2.075 0.25
C 2.353 -2.769 -0.399 -0.73
C 1.450 -1.621 -0.191 0.83
O 0.618 -1.749 -1.260 -0.71
O 1.071 -0.958 0.695 -0.54
H 3.240 -2.578 -1.013 0.27
H 1.821 -3.598 -0.977 0.28
H 2.705 -3.091 0.543 0.25
```

=====

No. 5
A 8-piece molecular cluster, C15H26Cl18N2O2 overall in a non-equilibrium geometry. Source: the Open Molecules 2025 dataset; level of theory: the ωB97M-V functional and the def2-TZVPD basis.

Output
Relative energy (zero: lowest compared OMol25 entry of this formula, charge and spin)   0.0 kcal/mol
HOMO level   -9.345 eV
E_tot   -248453.395 eV
SMILES   ClC(Cl)(Cl)Cl.ClC(Cl)(Cl)Cl.ClC(Cl)(Cl)Cl.CN(C)C=O.CN(C)C=O.ClCCCl.ClCCCl.ClCCCl
Largest force on an atom   4.42 eV Å⁻¹

Structure (XYZ):
```
63
Properties=species:S:1:pos:R:3:nbo_charge:R:1
Cl 5.744 3.161 -1.689 0.07
C 5.136 3.065 -3.332 -0.23
Cl 6.320 2.241 -4.281 0.08
Cl 3.560 2.354 -3.509 0.08
Cl 5.055 4.749 -3.992 0.01
Cl 3.919 -1.452 -7.035 0.03
C 3.494 -1.638 -5.279 -0.22
Cl 5.041 -1.568 -4.452 0.06
Cl 2.368 -0.456 -4.724 0.10
Cl 2.876 -3.305 -5.008 0.04
Cl 2.581 4.577 -0.352 0.02
C 1.368 5.415 -1.376 -0.23
Cl 0.964 6.974 -0.607 0.05
Cl 1.906 5.724 -2.978 0.10
Cl 0.020 4.278 -1.389 0.05
C 1.141 0.761 1.188 -0.41
N 0.776 0.229 -0.083 -0.42
C 1.252 1.030 -1.254 -0.44
C 0.060 -0.924 -0.158 0.53
O -0.245 -1.353 -1.311 -0.69
H 2.210 0.891 1.360 0.19
H 0.796 0.263 2.094 0.21
H 0.767 1.785 1.207 0.20
H 1.106 0.519 -2.205 0.24
H 0.579 1.868 -1.437 0.21
H 2.251 1.460 -1.174 0.22
H -0.244 -1.371 0.801 0.15
C 1.340 -2.161 4.717 -0.42
N 0.706 -1.769 5.965 -0.43
C -0.470 -0.836 5.843 -0.42
C 1.356 -2.006 7.118 0.52
O 0.990 -1.418 8.142 -0.63
H 2.368 -1.799 4.742 0.20
H 0.788 -1.612 3.954 0.20
H 1.285 -3.205 4.410 0.21
H -0.059 0.008 5.289 0.20
H -1.277 -1.218 5.217 0.20
H -0.944 -0.542 6.779 0.24
H 2.250 -2.644 7.044 0.13
Cl -2.723 -3.199 -5.347 -0.08
C -1.230 -2.606 -4.497 -0.37
C -0.462 -3.658 -3.705 -0.43
Cl -1.478 -4.560 -2.643 -0.04
H -1.543 -1.791 -3.846 0.23
H -0.630 -2.164 -5.293 0.22
H 0.210 -3.163 -3.004 0.25
H 0.095 -4.379 -4.304 0.21
Cl -5.058 0.287 -2.982 -0.07
C -4.300 -0.030 -1.373 -0.37
C -3.954 -1.461 -1.071 -0.43
Cl -3.491 -1.643 0.580 -0.04
H -5.042 0.395 -0.697 0.21
H -3.454 0.639 -1.214 0.22
H -3.024 -1.720 -1.577 0.24
H -4.727 -2.167 -1.374 0.23
Cl -3.600 2.600 1.386 -0.09
C -4.256 1.461 2.662 -0.39
C -3.067 1.365 3.655 -0.38
Cl -1.647 0.585 2.878 -0.08
H -4.466 0.544 2.111 0.24
H -5.310 1.617 2.893 0.25
H -3.226 0.646 4.460 0.23
H -2.750 2.327 4.058 0.23
```

=====

No. 6
One molecule with the formula H2N3PS in a non-equilibrium geometry. Source: the Open Molecules 2025 dataset; level of theory: the ωB97M-V functional and the def2-TZVPD basis.

Output
Relative energy (zero: lowest compared OMol25 entry of this formula, charge and spin)   0.0 kcal/mol
HOMO level (alpha / beta)   -7.217 / -9.948 eV
E_tot   -24621.962 eV
Multiplicity   3
Largest force on an atom   5.24 eV Å⁻¹
Expectation value of S²   2.012

Structure (XYZ):
```
7
Properties=species:S:1:pos:R:3:nbo_charge:R:1
N -0.042 0.636 -0.159 -0.63
N 0.076 0.981 -1.372 -0.47
N -0.056 -1.521 0.505 -0.75
P 1.210 -0.564 0.326 1.09
S 0.550 -1.153 2.183 0.07
H -0.980 0.445 0.324 0.36
H -0.758 1.175 -1.808 0.31
```

=====

Question: Look up the largest force on an atom of the fourth one.
Answer: 6.45 eV Å⁻¹